{
  "formula": "C40H33BiCl3GeN14O5S2",
  "method": "ωB97M-V/def2-TZVPD",
  "spin_multiplicity": 2,
  "e_lumo_ev": [-0.425, -1.072],
  "max_force_ha_per_bohr": 0.006,
  "total_charge": 0,
  "homo_energy_ev": [-7.92, -7.92],
  "e_tot_ha": -7155.49166,
  "elements": ["O", "C", "Cl", "C", "H", "H", "N", "N", "C", "O", "C", "C", "H", "N", "H", "H", "N", "C", "H", "N", "H", "H", "C", "C", "C", "C", "C", "C", "H", "H", "C", "S", "Cl", "N", "H", "Ge", "H", "N", "C", "C", "H", "C", "C", "O", "H", "H", "O", "H", "H", "O", "C", "C", "H", "H", "N", "C", "H", "N", "H", "H", "C", "Cl", "H", "C", "C", "H", "C", "H", "H", "C", "C", "C", "Bi", "C", "N", "H", "H", "H", "H", "S", "C", "C", "H", "C", "C", "C", "N", "C", "N", "N", "H", "C", "C", "C", "C", "H", "N", "C", "C"],
  "xyz": [[-4.77592, -2.38248, 1.19412], [-0.81763, -3.56440, -1.27217], [0.99553, 0.34747, -4.81143], [-0.38679, -0.53809, 2.91822], [-2.01513, 3.85352, 0.58280], [6.32510, -2.09260, -3.64610], [-1.99612, 1.92054, -0.33393], [4.21759, 2.70285, -2.85608], [3.11794, 2.48905, -2.17590], [5.59855, 1.42860, 4.37743], [-6.02467, -1.48350, -3.32716], [-1.36555, -1.45115, 5.04631], [5.11194, 2.26272, -4.68268], [1.96339, -2.91640, -2.31598], [-6.13417, -3.40195, -2.36049], [6.23811, 3.12779, -2.63199], [-1.82517, 0.70972, 4.02379], [-5.31198, 1.86863, -1.69913], [-3.13117, -5.69507, 5.64965], [4.22187, 0.48802, 2.47790], [4.25154, 0.52795, -0.94677], [6.77549, 4.13714, 2.69194], [4.32503, -2.68144, -3.21024], [3.19562, -2.31478, -2.48740], [4.26508, -0.33496, -1.59731], [-5.79082, -0.12365, -3.15692], [-2.95513, 1.31898, -1.01905], [3.40464, 3.74984, 0.93933], [-5.31404, 2.39309, -2.65457], [-5.77289, 0.53344, -4.01735], [4.01360, 4.97669, 0.87794], [5.56538, 1.27608, 2.95195], [-1.67655, 2.46667, -4.14707], [-4.03445, 2.09550, -1.03755], [-1.73340, 2.29096, 2.63836], [-0.46424, 0.84153, -3.17121], [3.55877, 5.81572, 0.36655], [-5.96836, -3.96782, 0.24903], [-3.95441, -4.70470, 3.94158], [-2.28099, -2.57912, 4.62341], [-0.39914, -1.84735, 5.35860], [-5.53055, -0.46078, -0.79739], [5.14343, 2.83638, 2.19963], [6.72353, 0.74455, 2.29084], [-3.12331, -1.57540, 2.92290], [5.17917, 4.54568, -2.44628], [0.23441, 3.09188, 0.82769], [-6.06948, 2.32006, -1.05897], [-2.54203, -1.45495, 0.86290], [2.36958, 0.79850, 1.22708], [-5.72566, -1.82290, -0.97154], [-3.94119, -3.54612, 3.17129], [3.97081, 3.63000, -4.74360], [6.28811, -0.09173, -2.21931], [-5.45321, -4.45595, 1.44108], [3.43099, 1.23759, 1.75623], [0.25290, -1.37174, 2.67562], [1.88960, -1.03831, -1.12687], [1.07370, 3.55897, 0.89995], [-4.59872, -5.52373, 3.65353], [-3.13068, -4.79512, 5.04974], [-1.97803, -0.85609, -3.53959], [5.27586, 3.32139, -1.15694], [5.82295, 4.03691, 2.18971], [5.41917, -1.84553, -3.10860], [-6.20087, -1.87844, -4.31822], [5.28691, 3.47889, -2.23483], [5.75343, 6.07036, 1.49868], [-1.63508, -3.82947, 6.24125], [-1.41473, 1.30582, 2.93183], [-5.56839, -2.75013, 0.14716], [4.15817, 2.64134, -4.31792], [0.46953, 1.17316, -0.01492], [3.14157, -1.15228, -1.71138], [-3.80231, 3.23806, -0.35616], [-5.33471, -0.06595, 0.19353], [-0.56490, -4.39373, -1.91123], [4.35292, -3.57794, -3.81521], [3.36305, 1.96284, -4.61709], [-2.29385, -3.52636, -0.42339], [-4.76179, -3.50401, 1.96149], [-5.56053, 0.39639, -1.89284], [-1.79055, -0.90624, 5.88822], [-3.11466, -2.47976, 3.51870], [-2.55600, 3.10655, 0.02796], [-1.87868, -1.99259, 0.20051], [-0.53836, 0.56293, 2.20732], [5.39350, -0.69510, -2.30327], [-0.71118, -1.55192, -0.15441], [2.16618, 2.25792, -1.56327], [1.64430, -3.76103, -2.75477], [-0.09531, -2.44429, -0.99949], [-2.29146, -3.74328, 5.38300], [3.91981, 2.65543, 1.57117], [-5.99019, -2.33666, -2.24125], [-2.88484, 0.37206, -1.53309], [-1.14556, -0.46082, 4.01109], [1.23894, -2.11169, -1.48822], [5.24784, 5.11332, 1.51951]]
}